No. 1
12
Properties=species:S:1:pos:R:3:forces:R:3 method="wB97M-V/def2-TZVPD" e_homo_ha="-0.185 / -0.212" relative_energy_kj_mol=383.4 gap_ev="3.89 / 4.61"
H -2.362614 1.805875 -0.353686 1.6 -0.4 -0.3
C 0.937534 -1.385091 0.424849 -1.0 2.9 -0.4
C -0.792606 1.438611 -0.989064 -1.2 0.8 0.0
O -0.305464 2.508306 -1.598790 0.4 0.4 0.0
H 1.537090 -1.256818 -0.497142 0.0 0.1 0.4
C -0.039364 0.762931 -0.015103 0.4 0.3 -1.8
C -0.088933 -0.408324 0.651723 0.4 -1.4 0.2
O 1.210306 -2.324821 1.186358 0.2 -3.1 1.9
H -0.921497 -0.704756 1.307147 0.2 0.0 0.1
Tl 0.647990 -3.746745 3.113143 0.2 0.8 -1.0
H -1.329721 0.728442 -1.659538 0.2 0.1 0.4
Li 1.507278 2.582388 -1.569897 -1.3 -0.4 0.4

***

No. 2
13
Properties=species:S:1:pos:R:3:forces:R:3 method="wB97M-V/def2-TZVPD" spin_multiplicity=2 e_homo_ha="-0.439 / -0.435" total_charge=+1 gap_ev="7.83 / 6.36"
O -0.680213 -1.449278 -0.490525 0.2 0.1 0.1
C 3.750368 0.852072 -0.775034 -0.1 0.0 0.4
C -1.747524 -0.623580 -0.475675 -0.7 0.1 -0.1
C -1.685029 0.425474 0.597762 0.4 0.7 -0.9
Tl 1.505258 -1.838660 -0.179820 -0.2 -0.7 -0.1
O -2.648450 0.841873 1.225948 -0.4 -0.2 0.2
H -1.901928 -0.058548 -1.450057 0.1 -0.2 0.7
O 3.820104 1.615958 -1.637744 0.0 -0.3 0.0
Li -4.452999 0.554839 1.440022 0.3 0.1 0.0
C 3.433343 0.007305 0.195930 0.4 0.9 0.1
H -2.719963 -1.145031 -0.278305 0.3 0.0 -0.3
H -0.702290 0.930301 0.723568 -0.2 -0.3 0.3
H 4.029323 -0.112729 1.103927 -0.2 -0.1 -0.5